This record from the OMol25 dataset describes 2 unconnected molecules or ions with the total composition CH4N5O2 at a distorted geometry. The level of theory is ωB97M-V with the def2-TZVPD basis set.

The energy above the lowest of the compared OMol25 structures with the same formula, charge and spin comes out at 64.3 kcal per mole. For the orbital gap (spin up / spin down), the calculation gives 7.087 / 7.777 eV. The spin multiplicity is 1. The maximum force comes out at 0.100 hartree/bohr. As for the charge: +1. As for the LUMO energy (spin up / spin down): -0.28956 / -0.26584 hartree. For the total energy, the calculation gives -464.19246 hartree.

Geometry as XYZ:
```
12
CH4N5O2 | the OMol25 dataset | ωB97M-V with the def2-TZVPD basis set
C -0.771 -0.211 -0.076
N 0.551 0.199 0.061
N -0.703 -1.581 -0.128
N 1.309 -0.869 0.010
N 0.529 -1.944 -0.086
N -2.066 0.403 -0.106
O 3.038 0.745 0.563
O 2.164 1.572 0.078
H -2.756 -0.344 -0.381
H -2.213 1.258 -0.663
H -2.360 0.680 0.847
H 3.278 0.095 -0.119
```

Löwdin population analysis, charges in e, atoms 1 to 2: atom 1 (C): -0.305, atom 2 (N): 0.089